C30H47BrHfN4OP2 | ωB97M-V/def2-TZVPD

Summary:
Relative energy (zero: lowest compared OMol25 entry of this formula, charge and spin), kJ/mol: 0.0
Calculated total energy, eV: -129765.3533
HOMO energy (alpha / beta), eV: -19.173 / -19.173
Strongest force on any atom, eV/A: 4.751
Kohn-Sham gap (alpha / beta), eV: 4.3 / 4.3

ORCA input file:
```
! RIJCOSX wB97M-V def2-TZVPD def2/J DEFGRID3
* xyz 4 1
Hf 0.15 -0.21 -0.08
Br -5.70 0.64 3.16
P 2.07 0.86 -1.51
P -0.01 1.58 1.63
O 1.34 -2.08 -0.17
N -2.06 -1.82 2.82
N 1.06 -3.91 1.20
N -0.38 -2.05 1.26
N -2.39 -2.85 -5.03
C 4.91 0.61 -1.51
C -3.30 1.81 0.06
C -1.33 -1.63 -2.78
C 1.29 0.19 2.54
C -4.20 1.87 1.12
C -1.03 1.75 3.13
C 2.19 -4.56 0.51
C -1.22 -1.02 -1.44
C -1.55 -3.02 -2.80
C 0.45 -4.43 2.33
C -1.53 -0.87 -3.94
C -0.30 3.30 0.83
C -2.09 -1.55 -5.05
C -1.66 0.37 -1.20
C -4.81 0.69 1.57
C -4.69 -0.47 0.79
C 3.64 0.41 -0.67
C 2.28 0.28 -3.22
C -0.58 -3.74 2.91
C 2.00 0.35 3.87
C -0.91 3.03 3.96
C 0.41 4.53 1.39
C 2.16 2.69 -1.72
C -2.11 -3.58 -3.95
C 1.05 3.30 -2.58
C 2.21 -1.23 -3.40
C -3.79 -0.53 -0.27
C -2.95 0.57 -0.51
C -1.06 -2.56 2.33
C 0.67 -2.73 0.75
H -1.05 -4.08 3.83
H -0.73 0.91 3.75
H 3.06 -3.90 0.52
H -2.39 -1.00 2.31
H -4.39 2.81 1.62
H 1.44 4.30 1.70
H -1.39 -3.62 -1.90
H -0.13 4.96 2.25
H -2.60 -2.13 3.62
H 2.53 1.30 3.91
H 1.18 -1.61 -3.27
H 3.69 1.02 0.25
H 1.31 0.25 4.72
H 0.05 3.10 4.46
H 1.10 4.40 -2.50
H 2.74 -0.46 3.95
H -5.30 -1.35 1.00
H 2.88 -1.77 -2.72
H -1.69 3.03 4.73
H 0.90 -5.33 2.73
H 0.61 -0.67 2.63
H 3.24 0.67 -3.58
H 2.50 -1.49 -4.43
H -1.06 3.94 3.38
H 2.04 0.02 1.74
H -2.36 -4.64 -3.97
H 0.44 5.31 0.62
H -3.66 -1.42 -0.88
H 0.04 2.99 -2.26
H -1.37 1.16 -1.89
H 3.15 2.89 -2.16
H 2.15 3.11 -0.71
H -2.79 2.71 -0.28
H 1.92 -4.76 -0.54
H 5.78 0.49 -0.85
H 3.55 -0.64 -0.35
H -2.08 1.60 2.86
H 2.42 -5.50 1.01
H -1.51 -1.75 -0.64
H 4.98 -0.14 -2.30
H 1.50 0.76 -3.83
H -1.39 3.48 0.85
H 1.17 3.02 -3.64
H 4.96 1.60 -1.97
H -0.04 3.16 -0.23
H -1.33 0.20 -3.94
H -2.32 -0.96 -5.94
*
```


C30H47MnN3OPTe | ωB97M-V/def2-TZVPD

Summary:
Relative energy (zero: lowest compared OMol25 entry of this formula, charge and spin), kJ/mol: 0.0
Calculated total energy, eV: -86269.5646
⟨S²⟩: 1.109
HOMO energy (alpha / beta), eV: -17.111 / -17.110
Strongest force on any atom, eV/A: 0.457
Kohn-Sham gap (alpha / beta), eV: 7.2 / 7.3

ORCA input file:
```
! RIJCOSX wB97M-V def2-TZVPD def2/J DEFGRID3
* xyz 3 2
Te 0.81 0.66 0.97
Mn -1.61 -0.24 1.55
P -1.06 0.42 -1.51
O -1.91 -0.13 -0.35
N -1.40 -0.05 -3.00
N 0.55 -0.20 -1.09
N -1.06 2.03 -1.43
C -3.61 -1.02 1.95
C -1.62 -1.05 -5.11
C -2.67 0.81 3.20
C 2.63 -0.15 1.45
C 0.62 -1.74 -1.01
C 2.71 -0.90 -1.92
C -3.63 0.35 2.29
C 1.85 -2.16 -1.83
C -1.92 4.21 -1.04
C -0.70 0.46 4.74
C -0.59 4.31 -1.79
C 4.08 -1.93 2.13
C -0.47 2.94 -2.45
C 1.67 -2.41 2.31
C -2.79 -3.39 2.23
C 5.00 0.18 1.45
C -1.89 2.79 -0.46
C 3.64 2.17 0.86
C -1.05 -1.30 -3.72
C 3.74 0.71 1.23
C 6.57 -1.68 2.10
C -1.76 -1.41 3.41
C -2.74 -1.93 2.55
C 5.19 -1.13 1.88
C -1.72 -0.05 3.77
C 2.78 -1.48 1.94
C 1.69 0.23 -2.00
C -2.61 0.59 -3.65
C -4.65 1.27 1.70
C -2.93 -0.34 -4.82
H -4.31 -1.38 1.19
H 1.83 -2.79 3.32
H 6.78 -2.46 1.37
H 1.29 0.32 -3.01
H -3.18 -3.56 1.22
H 4.22 -2.93 2.51
H -2.64 1.86 3.44
H -1.75 -1.98 -5.66
H 3.33 -0.79 -1.03
H 2.36 -2.98 -1.35
H -3.46 -3.87 2.93
H -0.31 -2.16 -1.37
H -1.81 -3.86 2.33
H -2.88 2.36 -0.37
H 5.86 0.81 1.30
H -4.90 0.98 0.68
H 7.33 -0.90 2.00
H 0.23 4.47 -1.10
H -1.42 2.79 0.53
H -0.94 -0.42 -5.68
H -1.01 -2.08 3.83
H -4.31 2.30 1.72
H -3.44 0.65 -2.94
H 6.65 -2.12 3.09
H 3.36 -0.90 -2.79
H 0.73 -2.01 0.03
H 0.69 -1.94 2.29
H -1.52 -2.16 -3.26
H 2.07 1.19 -1.69
H -2.76 4.31 -1.73
H -1.04 2.89 -3.37
H -3.71 -1.05 -4.54
H 0.56 2.67 -2.67
H -0.47 1.51 4.57
H -3.29 0.23 -5.68
H -2.35 1.60 -3.98
H 1.65 -3.28 1.65
H 0.03 -1.44 -3.73
H 3.12 2.34 -0.09
H 4.63 2.59 0.76
H -1.10 0.37 5.75
H 0.22 -0.12 4.70
H -5.56 1.20 2.29
H 1.55 -2.49 -2.82
H -0.58 5.11 -2.53
H 3.11 2.74 1.62
H -2.02 4.96 -0.26
*
```


C30H47NO26 | ωB97M-V/def2-TZVPD

Summary:
Calculated total energy, eV: -86594.4629
HOMO energy, eV: -9.056
Strongest force on any atom, eV/A: 2.776
Kohn-Sham gap, eV: 9.0
SMILES: COCCNCCOC.O=C1OCCO1.O=C1OCCO1.O=C1OCCO1.O=C1OCCO1.O=C1OCCO1.O=C1OCCO1.O=C1OCCO1.O=C1OCCO1

ORCA input file:
```
! RIJCOSX wB97M-V def2-TZVPD def2/J DEFGRID3
* xyz 0 1
O -13.18 -2.25 -31.11
O -17.74 3.33 -27.63
O -14.74 6.13 -26.45
O -15.17 -2.38 -35.15
O -14.66 0.18 -24.65
O -13.22 2.81 -30.55
O -14.12 1.91 -32.44
O -17.28 -3.06 -35.40
O -19.96 3.45 -27.88
O -12.66 -4.00 -29.84
O -13.07 -1.97 -28.91
O -15.39 2.62 -30.74
O -11.37 3.39 -34.00
O -15.86 6.16 -30.93
O -11.18 6.30 -28.81
O -16.21 5.23 -32.94
O -14.88 0.42 -26.88
O -12.66 7.67 -27.95
O -9.34 2.57 -38.51
O -19.12 3.99 -25.96
O -13.02 6.27 -25.01
O -10.61 7.50 -27.03
O -14.22 6.02 -32.44
O -14.35 2.13 -25.52
O -16.78 -0.86 -35.19
O -15.01 5.39 -24.33
N -10.56 1.69 -36.05
C -18.84 3.58 -27.24
C -13.76 3.05 -29.25
C -12.23 6.34 -29.79
C -13.36 6.98 -29.00
C -11.00 4.27 -32.97
C -12.96 -2.83 -29.91
C -15.60 -0.14 -34.95
C -16.32 5.36 -24.87
C -14.46 -1.13 -35.27
C -13.53 -0.87 -30.92
C -11.44 7.14 -27.82
C -15.21 3.38 -29.54
C -14.25 2.42 -31.35
C -20.46 3.85 -25.65
C -13.20 -0.65 -29.45
C -15.43 4.88 -34.09
C -11.08 2.03 -33.71
C -15.48 5.82 -32.00
C -14.66 0.86 -25.79
C -21.11 3.65 -27.04
C -14.15 5.97 -25.19
C -8.47 2.62 -39.63
C -14.00 5.29 -33.67
C -16.13 5.77 -26.34
C -10.96 1.12 -37.36
C -16.50 -2.18 -35.28
C -14.29 0.97 -23.51
C -11.37 1.20 -34.97
C -9.80 1.25 -38.33
C -14.08 2.34 -24.17
H -11.50 1.64 -32.78
H -20.90 4.73 -25.18
H -10.72 2.68 -36.16
H -15.67 3.89 -34.46
H -21.57 4.53 -27.47
H -10.08 0.88 -39.32
H -14.11 -0.32 -28.94
H -11.84 6.93 -30.62
H -12.43 1.36 -35.22
H -16.21 4.93 -27.03
H -15.38 4.43 -29.78
H -15.91 3.01 -28.80
H -16.60 6.71 -26.60
H -10.05 4.19 -32.43
H -13.55 -1.15 -34.68
H -16.94 6.01 -24.26
H -12.35 5.31 -30.12
H -12.30 -0.14 -29.11
H -11.21 0.06 -37.36
H -14.70 3.13 -23.75
H -11.25 0.13 -34.80
H -11.78 4.25 -32.19
H -7.65 1.90 -39.68
H -14.58 -0.64 -31.10
H -15.07 0.92 -22.75
H -13.02 2.59 -24.18
H -10.02 1.98 -33.43
H -9.00 0.67 -37.85
H -9.01 2.44 -40.57
H -13.32 3.81 -28.60
H -13.72 2.11 -28.69
H -16.77 4.37 -24.80
H -15.52 0.21 -33.92
H -13.46 0.65 -22.89
H -14.14 -0.91 -36.30
H -13.39 4.40 -33.74
H -13.82 7.71 -29.65
H -21.67 2.72 -27.15
H -13.95 6.24 -28.46
H -8.10 3.64 -39.71
H -13.66 6.06 -34.37
H -12.90 -0.17 -31.46
H -20.70 3.03 -24.98
H -15.54 0.68 -35.68
H -11.85 1.66 -37.71
H -11.00 5.26 -33.42
H -15.89 5.66 -34.71
*
```


C30H48BCuN2P2S2 | ωB97M-V/def2-TZVPD

Summary:
Calculated total energy, eV: -120438.6295
⟨S²⟩: 0.756
HOMO energy (alpha / beta), eV: -3.241 / -3.740
Strongest force on any atom, eV/A: 0.798
Kohn-Sham gap (alpha / beta), eV: 5.8 / 6.3

ORCA input file:
```
! RIJCOSX wB97M-V def2-TZVPD def2/J DEFGRID3
* xyz -1 2
Cu 1.23 0.77 -0.36
S 1.35 1.05 -2.65
S 3.45 0.88 -0.11
P -0.49 2.68 0.05
P -0.19 -2.52 -0.15
N 0.15 -1.04 2.14
N -0.15 1.22 2.29
C 0.06 4.43 -0.31
C -0.31 4.75 -1.77
C 3.96 0.57 -1.77
C -1.27 -5.06 0.89
C -0.25 2.61 1.90
C -0.84 0.63 3.35
C -1.23 -1.61 4.20
C 0.97 -3.00 -2.59
C 1.60 4.40 -0.23
C -0.66 -0.77 3.26
C 3.56 0.42 -4.16
C -3.20 3.68 0.09
C 0.41 -2.38 1.62
C -2.79 1.29 0.64
C -2.49 2.06 -1.70
C -2.33 2.47 -0.22
C 5.77 -0.01 -3.31
C -2.67 -3.01 0.78
C -2.19 0.32 5.31
C -0.48 5.50 0.64
C 1.55 -4.74 -0.88
C 4.89 0.10 -4.39
C -1.56 -3.80 0.07
C 3.06 0.66 -2.87
C -2.07 -4.20 -1.32
C 2.52 -2.45 -0.73
C 5.29 0.22 -2.03
C -2.01 -1.06 5.22
C -1.60 1.18 4.38
C 1.26 -3.26 -1.10
B 0.49 0.20 1.47
H -1.73 2.25 4.46
H 1.96 4.28 0.79
H -3.57 -3.64 0.87
H -3.10 4.00 1.14
H -3.54 1.84 -1.90
H 1.81 -3.35 -3.19
H -2.15 0.41 0.49
H 5.24 -0.08 -5.40
H -4.25 3.40 -0.06
H 2.87 0.50 -5.00
H -3.81 1.01 0.34
H 2.33 -1.38 -0.63
H 3.27 -2.58 -1.52
H 2.97 -2.80 0.21
H -2.93 -2.11 0.22
H 1.98 5.36 -0.61
H 5.97 0.14 -1.18
H -2.99 4.53 -0.55
H -0.09 -3.11 2.24
H -2.17 2.86 -2.38
H 0.07 -3.52 -2.93
H 6.81 -0.27 -3.47
H -0.02 6.46 0.38
H -0.87 -4.83 1.88
H -1.03 3.13 2.46
H -2.47 -1.71 5.96
H 0.76 -5.39 -1.28
H 0.84 -1.93 -2.78
H 1.70 -4.98 0.18
H 2.48 -5.00 -1.41
H 1.47 -2.60 1.66
H 0.13 5.72 -2.05
H -1.39 4.83 -1.92
H -0.57 -5.73 0.39
H -1.09 -2.69 4.15
H 0.09 3.99 -2.45
H -1.56 5.62 0.58
H -1.89 1.18 -1.93
H -2.80 1.52 1.70
H -2.21 -5.61 1.04
H 0.69 3.13 2.10
H -2.37 -2.70 1.79
H -2.23 -3.32 -1.96
H 2.03 3.60 -0.83
H -2.79 0.74 6.12
H -1.39 -4.88 -1.84
H -0.21 5.28 1.68
H -3.04 -4.72 -1.22
*
```


Q: The lowest calculated total energy belongs to which entry?
A: C30H47BrHfN4OP2